Entry 1:
DFT (ωB97M-V/def2-TZVPD) results for C2HCl2IO as an isolated structure.

The geometry in XYZ format:
```
7
Properties=species:S:1:pos:R:3:lowdin_charge:R:1
C 0.652 -0.077 -0.394 -0.330
C 0.434 1.405 -1.505 -1.595
O 1.343 -0.953 -0.649 0.113
Cl 1.806 1.627 -2.575 0.532
Cl -1.198 1.353 -2.209 0.491
I 0.422 2.963 0.079 0.712
H 0.042 0.092 0.496 0.076
```

frontier orbital gap	0.345	Eh
LUMO energy	-0.461	eV
2S+1	1



Entry 2:
DFT (ωB97M-V/def2-TZVPD) results for a 2-piece molecular cluster, C3H11N overall.

The geometry in XYZ format:
```
15
Properties=species:S:1:pos:R:3:lowdin_charge:R:1
C -1.918 1.857 0.638 -0.041
H -2.912 1.574 0.969 0.012
H -1.454 2.418 1.446 0.017
H -2.041 2.565 -0.184 0.015
H -1.331 1.014 0.298 -0.012
C 0.300 -1.933 -0.063 -0.143
N 0.950 -0.677 0.349 -0.184
C 1.491 0.075 -0.773 -0.159
H 0.513 -2.212 -1.097 0.069
H 0.565 -2.728 0.628 0.071
H -0.788 -1.829 0.006 0.064
H 1.677 -0.973 0.958 0.073
H 2.181 -0.534 -1.375 0.072
H 2.098 0.914 -0.432 0.073
H 0.669 0.469 -1.367 0.072
```

frontier orbital gap	0.369	Eh
LUMO energy	1.148	eV
2S+1	1



Entry 3:
DFT (ωB97M-V/def2-TZVPD) results for a 3-piece molecular cluster, C5H16N2O overall.

The geometry in XYZ format:
```
24
Properties=species:S:1:pos:R:3:lowdin_charge:R:1
C -1.656 1.271 -1.830 -0.121
C -1.351 1.013 -0.356 -0.500
C 0.118 0.570 -0.261 -0.197
C 0.432 -0.559 0.729 -0.199
C 1.880 -1.142 0.483 -0.352
N 2.372 -1.132 -0.862 0.068
N -2.022 1.945 0.530 -0.015
H -1.286 0.391 -2.381 0.065
H -2.702 1.558 -2.039 0.067
H -1.085 2.086 -2.280 0.053
H -1.942 0.069 -0.284 0.130
H 0.438 0.149 -1.225 0.074
H 0.750 1.459 -0.210 0.109
H -0.323 -1.331 0.527 0.106
H 0.426 -0.409 1.800 0.076
H 2.530 -0.481 1.116 0.100
H 1.912 -2.069 1.081 0.097
H 3.340 -0.822 -0.790 0.024
H 2.587 -3.942 -0.651 -0.001
H -1.550 2.850 0.474 0.040
H 2.743 -4.357 -1.245 0.017
H -1.906 0.885 3.468 -0.147
H -2.034 1.577 1.552 0.014
O -1.672 0.421 2.653 -0.510
```

frontier orbital gap (alpha / beta)	0.247 / 0.202	Eh
LUMO energy (alpha / beta)	3.725 / 2.492	eV
net charge	-1
2S+1	2



Entry 4:
DFT (ωB97M-V/def2-TZVPD) results for one molecule with the formula C2H5NO2.

The geometry in XYZ format:
```
10
Properties=species:S:1:pos:R:3:lowdin_charge:R:1
C 0.756 -0.277 -0.039 -0.336
C -0.241 0.836 -0.057 -0.147
H 2.578 -0.694 0.446 0.226
H 0.645 -0.797 0.977 0.140
H 0.499 -1.000 -0.884 0.136
H 0.193 1.874 0.047 0.133
H -2.968 -0.338 -0.272 0.125
N -1.532 0.757 -0.002 -0.051
O 2.076 0.167 -0.161 -0.141
O -2.008 -0.529 -0.055 -0.086
```

frontier orbital gap	0.374	Eh
LUMO energy	0.454	eV
2S+1	1



Entry 5:
DFT (ωB97M-V/def2-TZVPD) results for a 2-piece molecular cluster, C32H33Br2NO7 overall.

The geometry in XYZ format:
```
75
Properties=species:S:1:pos:R:3:lowdin_charge:R:1
C 1.550 0.223 3.812 -0.109
O 0.767 1.394 3.716 -0.188
C 0.827 1.997 2.433 -0.255
C -0.230 3.083 2.369 -0.175
C 0.094 4.214 1.387 -0.185
C 0.591 3.728 0.009 -0.175
C -0.282 4.167 -1.201 -0.129
C -0.714 2.967 -2.017 -0.152
C -1.934 2.383 -1.667 -0.002
C -2.399 1.250 -2.307 0.007
C -1.626 0.696 -3.317 -0.083
C -0.424 1.284 -3.715 -0.026
C 0.057 2.425 -3.060 -0.151
C 1.396 3.045 -3.378 -0.657
Br 1.250 4.207 -4.937 0.733
C 2.560 2.004 -3.347 -0.748
C 3.399 2.231 -2.090 -0.144
Br 3.760 1.990 -4.866 0.716
C 0.293 0.572 -4.825 -0.301
O 0.837 1.135 -5.741 0.079
C 0.251 -0.917 -4.717 -0.075
C 1.367 -1.677 -5.034 0.010
C 1.308 -3.053 -4.859 -0.036
C 0.147 -3.645 -4.377 -0.008
C -0.986 -2.897 -4.071 -0.145
C -2.209 -3.579 -3.504 -0.099
C -2.492 -3.176 -2.064 -0.159
O -1.285 -3.248 -1.280 -0.024
C -0.803 -2.050 -0.882 -0.353
O 0.335 -1.712 -1.022 0.104
C -0.926 -1.514 -4.256 -0.041
C -2.053 -0.585 -3.956 -0.286
O -3.214 -0.842 -4.184 0.127
H 2.032 0.178 4.789 0.077
H 0.947 -0.679 3.673 0.086
H 2.354 0.222 3.070 0.087
H 0.656 1.220 1.677 0.118
H 1.832 2.411 2.277 0.132
H -0.289 3.510 3.374 0.117
H -1.215 2.650 2.180 0.114
H -0.813 4.805 1.244 0.102
H 0.845 4.867 1.832 0.111
H 0.676 2.641 -0.013 0.095
H 1.603 4.099 -0.169 0.106
H -1.194 4.646 -0.847 0.108
H 0.257 4.884 -1.816 0.106
H -2.513 2.820 -0.862 0.120
H -3.338 0.780 -2.044 0.123
H 1.627 3.757 -2.595 0.045
H 2.112 1.017 -3.248 0.082
H 3.831 3.231 -2.080 0.085
H 4.204 1.498 -2.066 0.070
H 2.767 2.070 -1.215 0.074
H 2.263 -1.186 -5.391 0.118
H 2.183 -3.648 -5.082 0.110
H 0.139 -4.716 -4.218 0.118
H -2.016 -4.653 -3.511 0.119
H -3.081 -3.368 -4.120 0.125
H -3.237 -3.838 -1.625 0.128
H -2.903 -2.165 -2.009 0.109
H -1.533 -1.403 -0.368 0.149
C -2.309 -3.615 7.018 -0.072
C -1.390 -4.316 6.249 -0.066
C -0.088 -3.857 6.131 -0.004
C 0.267 -2.697 6.795 -0.149
C -0.632 -1.981 7.563 -0.001
C -1.932 -2.449 7.671 -0.065
N 1.653 -2.211 6.685 -0.355
O 2.417 -2.841 5.982 0.075
O 1.947 -1.205 7.297 0.073
H -3.324 -3.980 7.111 0.107
H -1.686 -5.223 5.740 0.108
H 0.638 -4.390 5.536 0.119
H -0.323 -1.077 8.065 0.120
H -2.649 -1.903 8.268 0.108
```

frontier orbital gap	0.318	Eh
LUMO energy	-0.752	eV
2S+1	1



Entry 6:
DFT (ωB97M-V/def2-TZVPD) results for C24H35FN3OsSSbSe4Te as an isolated structure.

The geometry in XYZ format:
```
71
Properties=species:S:1:pos:R:3:lowdin_charge:R:1
Os 0.455 0.042 0.224 0.371
C 0.008 4.602 -2.159 -0.073
C -1.017 3.733 -1.426 -0.384
C -2.431 4.127 -1.864 -0.036
C -0.882 3.820 0.070 -0.176
C -0.770 5.069 0.664 -0.034
C -0.685 5.208 2.046 -0.070
C -0.760 4.082 2.840 -0.045
C -0.892 2.811 2.279 -0.156
C -1.051 1.623 3.211 -0.410
C 0.272 1.270 3.878 -0.120
C -2.115 1.886 4.276 -0.058
C -0.903 2.686 0.886 -0.261
N -1.020 1.363 0.315 -0.181
C -2.373 1.046 0.011 -0.221
C -3.445 1.691 0.635 -0.017
C -4.761 1.350 0.375 -0.071
C -5.053 0.348 -0.541 -0.076
C -4.011 -0.291 -1.190 -0.004
C -2.707 0.062 -0.912 -0.225
F -1.738 -0.580 -1.616 -0.075
H -0.033 4.406 -3.233 0.078
H 1.022 4.407 -1.804 0.067
H -0.199 5.662 -2.018 0.073
H -0.858 2.691 -1.707 0.079
H -2.654 5.151 -1.565 0.084
H -3.185 3.476 -1.418 0.070
H -2.524 4.064 -2.949 0.083
H -0.756 5.953 0.042 0.110
H -0.604 6.190 2.493 0.104
H -0.737 4.184 3.916 0.111
H -1.384 0.768 2.622 0.040
H 0.604 2.111 4.495 0.082
H 1.058 1.044 3.148 0.013
H 0.179 0.393 4.519 0.071
H -1.783 2.618 5.012 0.073
H -2.331 0.964 4.814 0.086
H -3.046 2.246 3.838 0.077
H -3.240 2.468 1.359 0.117
H -5.554 1.867 0.896 0.107
H -6.074 0.060 -0.741 0.105
H -4.183 -1.062 -1.928 0.123
Se 2.493 -4.742 2.532 -0.102
Sb 2.441 -2.411 2.369 -0.164
Se 2.456 -1.562 -0.023 -0.097
Se -0.142 -1.479 1.851 0.169
Se 3.240 -1.085 4.151 -0.022
C 0.249 1.218 -3.451 -0.349
Te 1.037 -0.503 -2.355 1.206
C 2.998 -0.010 -2.936 -0.441
H 0.799 2.103 -3.157 -0.008
H -0.807 1.316 -3.241 -0.002
H 0.398 1.023 -4.508 0.010
H 2.946 0.252 -3.987 0.011
H 3.615 -0.892 -2.779 -0.005
H 3.345 0.840 -2.347 -0.017
S 1.860 1.857 -0.207 0.603
C 2.820 2.251 1.196 -0.680
N 3.803 1.470 1.586 0.043
C 4.746 1.864 2.623 -0.177
C 4.006 2.681 3.667 -0.161
C 3.307 3.858 2.997 -0.145
N 2.594 3.404 1.809 0.057
H 3.864 0.559 1.131 0.066
H 5.552 2.447 2.167 0.129
H 5.156 0.949 3.051 0.082
H 4.706 3.053 4.413 0.122
H 3.286 2.032 4.163 0.079
H 4.033 4.624 2.707 0.124
H 2.577 4.321 3.662 0.123
H 1.783 3.917 1.483 0.115
```

frontier orbital gap (alpha / beta)	0.206 / 0.206	Eh
LUMO energy (alpha / beta)	-1.724 / -1.723	eV
2S+1	1



Entry 7:
DFT (ωB97M-V/def2-TZVPD) results for a 2-piece molecular cluster, C30H31N3O4 overall.

The geometry in XYZ format:
```
68
Properties=species:S:1:pos:R:3:lowdin_charge:R:1
C 3.925 3.635 0.500 0.012
N 3.265 2.671 -0.336 -0.015
C 3.916 1.976 -1.315 -0.391
O 5.102 2.085 -1.627 0.071
C 2.911 1.022 -1.941 -0.154
C 3.296 -0.447 -1.784 -0.074
C 3.425 -0.806 -0.328 -0.230
C 4.605 -0.472 0.341 -0.045
C 4.762 -0.769 1.692 -0.077
C 3.732 -1.403 2.393 -0.082
C 2.558 -1.757 1.722 -0.063
C 2.412 -1.481 0.360 -0.033
N 1.689 1.336 -1.222 0.056
C 0.558 0.649 -1.425 0.011
C -0.608 0.865 -0.700 -0.050
C -1.762 0.146 -0.969 0.040
C -3.051 0.490 -0.464 -0.198
C -4.215 0.072 -1.156 -0.007
C -5.477 0.338 -0.647 -0.053
C -5.614 1.100 0.526 -0.053
C -4.475 1.605 1.171 -0.068
C -3.205 1.312 0.685 -0.006
C 1.865 2.354 -0.173 -0.343
C 1.603 1.855 1.280 -0.084
C 1.175 3.099 2.053 -0.162
C 0.838 4.214 1.037 -0.171
C 1.029 3.653 -0.368 -0.082
H 4.961 3.723 0.169 0.105
H 3.423 4.605 0.418 0.092
H 3.896 3.325 1.552 0.100
H 2.802 1.291 -3.006 0.176
H 2.553 -1.071 -2.290 0.120
H 4.262 -0.571 -2.288 0.137
H 5.407 0.017 -0.218 0.116
H 5.694 -0.500 2.188 0.106
H 3.858 -1.639 3.452 0.106
H 1.745 -2.258 2.248 0.116
H 1.508 -1.791 -0.172 0.121
H 0.574 -0.084 -2.238 0.161
H -0.615 1.641 0.068 0.091
H -1.678 -0.683 -1.669 0.119
H -4.085 -0.460 -2.100 0.109
H -6.358 -0.036 -1.170 0.113
H -6.607 1.317 0.925 0.110
H -4.576 2.240 2.052 0.108
H -2.317 1.700 1.185 0.107
H 0.827 1.084 1.280 0.109
H 2.521 1.388 1.663 0.119
H 0.298 2.884 2.675 0.111
H 1.982 3.419 2.723 0.106
H -0.193 4.558 1.180 0.111
H 1.493 5.080 1.197 0.102
H 1.582 4.335 -1.028 0.129
H 0.075 3.414 -0.847 0.112
O -1.922 -2.591 -0.190 -0.060
C -2.692 -3.490 -0.579 -0.397
C -2.776 -4.812 0.085 -0.113
N -1.704 -5.185 0.980 -0.338
O -1.296 -4.376 1.829 0.038
O -1.240 -6.344 0.861 0.015
C -3.844 -5.671 -0.134 -0.051
C -4.867 -5.309 -1.010 -0.136
C -4.732 -4.159 -1.813 -0.124
C -3.615 -3.358 -1.695 -0.058
H -3.882 -6.610 0.421 0.115
H -5.757 -5.934 -1.087 0.085
H -5.507 -3.904 -2.541 0.095
H -3.460 -2.526 -2.379 0.074
```

frontier orbital gap	0.151	Eh
LUMO energy	-2.076	eV
2S+1	1



Entry 8:
DFT (ωB97M-V/def2-TZVPD) results for C4H6O2 as an isolated structure.

The geometry in XYZ format:
```
12
Properties=species:S:1:pos:R:3:lowdin_charge:R:1
O -0.564 -1.476 -2.037 0.070
C -0.807 -1.450 -0.855 -0.190
C 0.010 -0.656 0.131 -0.305
C 0.699 0.619 -0.349 -0.079
C 0.082 1.208 0.921 -0.167
O -0.808 0.081 1.056 -0.085
H -1.646 -2.025 -0.415 0.134
H 0.689 -1.341 0.667 0.158
H 0.231 1.008 -1.256 0.117
H 1.785 0.623 -0.451 0.113
H -0.443 2.160 0.812 0.116
H 0.770 1.249 1.775 0.118
```

frontier orbital gap	0.394	Eh
LUMO energy	0.927	eV
2S+1	1



Entry 9:
DFT (ωB97M-V/def2-TZVPD) results for a 7-piece molecular cluster, C39H89N3O7 overall.

The geometry in XYZ format:
```
138
Properties=species:S:1:pos:R:3:lowdin_charge:R:1
C -2.033 2.114 4.992 -0.024
C -2.075 3.658 4.914 -0.501
C -3.398 4.110 5.518 -0.144
C -3.445 5.615 5.805 -0.167
C -2.339 5.924 6.823 -0.140
C -0.937 5.487 6.327 -0.496
N -0.984 4.134 5.772 -0.139
O 0.318 3.708 5.466 -0.011
C -0.335 6.516 5.346 -0.023
C -0.080 5.393 7.635 -0.030
C -1.953 4.193 3.459 -0.012
H -1.280 1.663 4.330 0.062
H -3.011 1.720 4.732 0.087
H -1.520 1.842 5.917 0.086
H -4.152 3.983 4.728 0.112
H -3.740 3.405 6.277 0.124
H -4.403 5.763 6.311 0.109
H -3.406 6.316 4.974 0.109
H -2.659 5.472 7.763 0.118
H -2.251 6.993 7.033 0.115
H -0.812 6.349 4.374 0.063
H -0.502 7.561 5.604 0.081
H 0.711 6.394 5.058 0.081
H 0.941 5.129 7.376 0.072
H -0.180 6.299 8.229 0.081
H -0.563 4.577 8.174 0.081
H -2.258 3.383 2.790 0.056
H -0.884 4.340 3.310 0.082
H -2.615 5.036 3.288 0.074
H 0.366 2.760 5.632 0.093
C -0.691 0.236 -3.637 -0.054
C -1.037 0.685 -2.226 -0.499
C -2.435 0.043 -1.953 -0.123
C -2.772 -0.151 -0.478 -0.174
C -1.645 -0.940 0.219 -0.143
C -0.321 -0.190 0.090 -0.497
N -0.086 0.089 -1.305 -0.088
O 1.245 0.452 -1.526 -0.005
C -0.437 0.945 1.134 -0.029
C 0.713 -1.161 0.657 -0.039
C -1.080 2.213 -2.159 -0.018
H 0.154 0.632 -4.205 0.084
H -1.515 0.241 -4.354 0.081
H -0.424 -0.818 -3.476 0.076
H -3.223 0.709 -2.321 0.121
H -2.604 -0.884 -2.505 0.107
H -3.727 -0.682 -0.401 0.111
H -3.045 0.811 -0.039 0.087
H -1.618 -2.008 -0.025 0.100
H -2.037 -1.099 1.233 0.121
H -0.462 0.807 2.216 0.071
H 0.459 1.548 0.937 0.090
H -1.308 1.594 1.004 0.057
H 0.499 -1.585 1.639 0.091
H 0.808 -2.079 0.065 0.061
H 1.702 -0.698 0.683 0.077
H -1.463 2.496 -1.169 0.071
H -1.728 2.792 -2.816 0.086
H -0.053 2.581 -2.168 0.084
H 1.683 -0.338 -1.876 0.052
C 6.890 -3.893 -4.181 -0.049
C 5.465 -3.660 -4.639 -0.534
C 4.952 -5.077 -4.930 -0.155
C 3.449 -5.172 -5.156 -0.173
C 2.652 -4.503 -4.034 -0.122
C 3.121 -3.032 -3.762 -0.455
N 4.588 -3.100 -3.622 -0.113
O 5.143 -1.984 -2.960 -0.003
C 2.649 -2.037 -4.848 -0.002
C 2.507 -2.665 -2.407 -0.027
C 5.551 -2.846 -5.935 -0.037
H 7.423 -2.935 -4.135 0.084
H 7.441 -4.520 -4.873 0.090
H 6.893 -4.222 -3.138 0.090
H 5.408 -5.567 -5.794 0.123
H 5.228 -5.706 -4.078 0.120
H 3.188 -6.221 -5.303 0.112
H 3.258 -4.690 -6.120 0.105
H 2.700 -4.985 -3.057 0.114
H 1.590 -4.504 -4.293 0.112
H 2.181 -2.608 -5.658 0.075
H 1.897 -1.330 -4.496 0.059
H 3.435 -1.472 -5.343 0.070
H 3.199 -3.056 -1.649 0.092
H 2.320 -1.620 -2.200 0.047
H 1.655 -3.275 -2.091 0.083
H 4.637 -2.847 -6.532 0.069
H 6.292 -3.253 -6.629 0.086
H 5.849 -1.832 -5.664 0.089
H 5.413 -2.340 -2.107 0.102
C -7.646 2.959 1.611 -0.072
C -6.292 3.509 1.000 -0.463
C -5.179 2.638 1.503 -0.066
O -6.465 3.454 -0.412 -0.055
H -8.495 3.333 1.044 0.076
H -7.724 3.155 2.682 0.074
H -7.625 1.864 1.557 0.073
H -6.450 4.523 1.366 0.134
H -5.314 2.427 2.569 0.076
H -4.198 3.081 1.332 0.067
H -5.192 1.623 1.099 0.078
H -6.982 2.676 -0.640 0.082
C -1.261 -2.742 -5.891 -0.070
C -2.807 -2.716 -5.706 -0.470
C -3.432 -2.387 -7.039 -0.071
O -3.265 -4.051 -5.480 -0.054
H -0.849 -3.425 -6.631 0.082
H -0.915 -3.186 -4.945 0.065
H -0.810 -1.751 -5.890 0.064
H -2.942 -1.950 -4.942 0.119
H -3.021 -1.447 -7.418 0.080
H -4.498 -2.210 -6.874 0.080
H -3.237 -3.134 -7.802 0.085
H -2.735 -4.567 -4.865 0.085
C -1.317 -4.921 1.745 -0.059
C -0.391 -4.871 0.525 -0.482
C 1.078 -5.012 0.871 -0.047
O -0.779 -5.864 -0.440 -0.053
H -0.703 -4.494 2.553 0.075
H -1.557 -5.864 2.239 0.083
H -2.176 -4.254 1.691 0.072
H -0.612 -3.876 0.133 0.094
H 1.309 -4.132 1.478 0.070
H 1.755 -4.872 0.025 0.066
H 1.317 -5.937 1.390 0.089
H -1.727 -6.008 -0.405 0.079
C 4.722 2.394 3.920 -0.073
C 5.203 1.059 3.436 -0.474
C 4.634 0.608 2.086 -0.057
O 6.649 1.111 3.267 -0.074
H 5.266 2.775 4.789 0.084
H 3.681 2.357 4.251 0.078
H 4.804 3.220 3.205 0.087
H 5.067 0.281 4.194 0.136
H 5.026 1.266 1.313 0.083
H 3.537 0.658 2.100 0.065
H 4.738 -0.453 1.859 0.074
H 6.760 2.028 2.983 0.073
```

frontier orbital gap	0.306	Eh
LUMO energy	0.330	eV
2S+1	1